[1]
{
  "formula": "C4H10ClOPS2",
  "method": "ωB97M-V/def2-TZVPD",
  "elements": ["C", "C", "C", "C", "O", "P", "S", "S", "Cl", "H", "H", "H", "H", "H", "H", "H", "H", "H", "H"],
  "xyz": [[-2.8353, -0.7962, 0.6151], [-1.8716, 0.3490, 0.3383], [-0.5459, -0.3061, -0.0080], [0.3851, 0.6684, -0.6547], [1.6710, 0.1026, -0.9873], [2.8368, -0.0527, 0.1879], [2.6998, 1.2844, 1.5840], [4.5975, 0.0855, -1.1468], [2.6278, -1.9313, 0.5414], [-2.4218, -1.1346, 1.4883], [-3.9265, -0.3826, 0.7718], [-2.6899, -1.4735, -0.0782], [-2.3577, 0.7896, -0.4667], [-1.9041, 1.0073, 1.0854], [-0.0974, -0.7567, 0.9591], [-0.6118, -1.1299, -0.8650], [0.0647, 0.9897, -1.5893], [0.3862, 1.5187, 0.0141], [3.9930, 1.1684, -1.7894]],
  "forces_ev_per_a": [[-2.56, 5.12, 2.82], [-0.54, -3.86, -2.90], [0.80, -1.77, -0.84], [0.68, -0.13, 1.60], [1.16, 0.32, 1.47], [-0.45, 3.26, -2.48], [0.23, -1.01, -0.38], [-1.67, 0.65, 0.42], [0.28, -2.07, 0.85], [0.10, -1.66, 2.64], [2.07, -1.24, -0.39], [-0.14, -3.46, -3.60], [-0.06, 1.47, -2.05], [0.58, 2.58, 3.18], [-0.54, 0.57, -1.65], [-0.47, 1.10, 2.24], [-1.04, 0.55, -1.61], [0.98, 0.54, 0.03], [0.57, -0.97, 0.64]],
  "lowdin_charge": [-0.0937, -0.2552, -0.2095, -0.3096, -0.4487, -0.3965, 0.2282, 0.3911, 0.4006, 0.0411, 0.1306, 0.0103, 0.0912, 0.0740, 0.1296, 0.1657, 0.1074, 0.0839, -0.1404],
  "relative_energy_ev": 0.0000,
  "smiles": "CCCCO[P@](=S)(S)Cl",
  "gap_ha": 0.346,
  "molar_mass_g_mol": 204.684,
  "e_lumo_ev": 0.14
}



[2]
{
  "formula": "C24H33CoN3O10Se2",
  "method": "ωB97M-V/def2-TZVPD",
  "elements": ["Co", "O", "C", "O", "C", "C", "C", "C", "C", "O", "C", "C", "O", "O", "H", "H", "H", "H", "H", "H", "H", "H", "O", "C", "C", "C", "O", "C", "Se", "C", "Se", "H", "H", "H", "H", "H", "H", "H", "H", "H", "H", "N", "C", "O", "C", "C", "C", "N", "C", "C", "H", "H", "H", "H", "H", "H", "O", "C", "O", "C", "N", "C", "C", "C", "H", "H", "H", "H", "H", "H", "H", "H", "H"],
  "xyz": [[-0.0081, -0.1545, 0.1915], [-0.4708, -2.2931, 3.8347], [-0.6031, -1.4721, 2.9181], [-0.4677, -1.6916, 1.6767], [-1.0440, -0.0380, 3.3062], [-2.0640, 0.4995, 2.2881], [-2.8087, 1.7056, 2.8720], [-1.7062, 2.7918, 2.8293], [-0.5422, 2.0152, 2.1953], [-1.2231, 1.1260, 1.2974], [0.0778, 1.0476, 3.2146], [1.4650, 0.5689, 2.7050], [2.4237, 0.7156, 3.4737], [1.5368, 0.1211, 1.5140], [-1.4605, -0.0968, 4.3111], [-2.7014, -0.2478, 1.8246], [-3.1721, 1.5022, 3.8796], [-3.6528, 1.9652, 2.2328], [-1.4382, 3.1727, 3.8157], [-1.9936, 3.6288, 2.1912], [0.1699, 2.6296, 1.6626], [0.2559, 1.5260, 4.1762], [-3.9299, 1.2616, -1.0198], [-4.3525, 0.9015, -2.3025], [-3.5577, -0.2032, -3.0517], [-4.5212, -0.6399, -4.1732], [-3.9876, -1.6093, -5.0697], [-3.2578, -1.4736, -2.2188], [-2.1742, -1.5437, -0.5279], [-2.2858, 0.3365, -3.7476], [-1.2673, 1.8494, -2.9811], [-2.9898, 1.5239, -1.1004], [-4.3561, 1.7867, -2.9603], [-5.3913, 0.5625, -2.1904], [-4.8300, 0.2551, -4.7378], [-5.4193, -1.0857, -3.7352], [-3.0507, -1.4024, -5.1709], [-2.7641, -2.1763, -2.8911], [-4.2094, -1.9238, -1.9194], [-2.5552, 0.6909, -4.7486], [-1.5546, -0.4702, -3.8513], [4.2598, -3.2018, -4.3546], [3.7613, -3.6880, -3.1486], [4.1107, -4.7886, -2.7666], [2.8660, -2.8004, -2.3996], [2.5113, -1.5072, -2.8009], [1.5743, -0.7976, -2.0859], [0.9623, -1.2787, -0.9982], [1.3304, -2.4954, -0.5679], [2.2632, -3.2641, -1.2253], [4.6521, -3.9384, -4.9198], [3.6538, -2.5799, -4.8669], [2.9449, -1.0538, -3.6834], [1.2469, 0.1843, -2.4124], [0.8141, -2.8419, 0.3210], [2.5107, -4.2557, -0.8743], [2.2267, 3.1296, 0.7345], [1.9688, 2.4719, -0.3908], [1.0341, 1.7392, -0.5446], [2.9261, 2.7969, -1.5555], [3.9188, 3.8018, -1.1276], [3.5618, 5.1042, -1.7227], [2.1251, 4.9257, -2.2189], [2.1025, 3.4643, -2.6652], [3.3916, 1.8631, -1.8705], [4.8619, 3.5239, -1.3482], [3.0755, 3.5917, 0.5693], [4.2200, 5.3595, -2.5614], [3.6508, 5.8961, -0.9749], [1.8708, 5.6226, -3.0158], [1.4183, 5.0671, -1.3992], [2.5927, 3.3479, -3.6354], [1.0955, 3.0424, -2.7236]],
  "forces_ev_per_a": [[-1.79, -0.32, 1.18], [0.03, 0.02, 0.02], [-0.11, -0.01, 0.10], [0.19, -0.12, 0.09], [0.09, -0.25, -0.34], [-0.39, -0.17, 0.54], [0.10, 0.02, -0.15], [0.01, -0.09, -0.10], [0.11, 0.27, 0.48], [0.23, -0.16, -0.48], [0.27, -0.17, -0.27], [-0.05, 0.19, 0.31], [-0.07, -0.06, -0.14], [0.07, 0.11, -0.50], [0.00, 0.08, 0.00], [0.16, 0.01, -0.17], [-0.01, -0.03, -0.01], [0.00, 0.01, 0.01], [0.02, 0.02, -0.02], [-0.02, 0.01, 0.03], [0.01, -0.06, -0.13], [-0.03, 0.02, -0.01], [0.36, 0.11, 0.15], [0.03, -0.11, -0.40], [0.08, -0.07, 0.44], [-0.07, 0.13, 0.07], [0.02, -0.03, -0.13], [0.25, 0.34, 0.14], [0.15, 0.38, -0.53], [0.14, 0.17, -0.09], [-0.10, 0.04, 0.12], [-0.12, -0.12, 0.00], [-0.05, -0.07, -0.03], [0.03, -0.01, 0.00], [0.02, -0.04, 0.02], [0.04, -0.05, -0.03], [-0.03, 0.03, 0.02], [-0.13, -0.03, -0.02], [0.01, 0.02, 0.01], [-0.01, -0.13, -0.03], [-0.11, -0.10, -0.05], [-0.41, 0.00, 0.09], [0.90, -0.42, -0.75], [-0.11, 0.05, 0.24], [-1.03, 0.80, 0.97], [0.32, -0.65, -0.35], [-0.50, 0.39, -0.06], [1.46, -0.26, 0.17], [-0.51, 0.10, 0.25], [0.39, -0.36, -0.71], [0.06, -0.01, 0.02], [0.08, 0.08, 0.03], [-0.04, 0.10, 0.04], [-0.07, 0.04, 0.05], [0.03, 0.11, 0.07], [-0.04, 0.02, 0.10], [-0.05, -0.03, 0.16], [0.28, 0.01, -0.36], [-0.02, 0.20, -0.13], [-0.24, 0.10, 0.11], [0.02, -0.04, 0.01], [-0.04, 0.16, 0.01], [0.16, -0.11, -0.04], [-0.15, -0.01, 0.13], [0.02, 0.00, 0.04], [0.01, -0.03, 0.00], [0.02, 0.02, -0.04], [0.02, -0.05, 0.01], [0.01, 0.02, -0.05], [-0.02, 0.01, 0.01], [-0.02, 0.03, 0.00], [0.01, -0.02, 0.03], [0.12, -0.04, -0.16]],
  "lowdin_spin": [1.0045, 0.0035, 0.0034, 0.0360, -0.0002, -0.0002, 0.0000, -0.0002, -0.0003, -0.0041, -0.0002, 0.0001, -0.0003, 0.0024, 0.0001, -0.0003, 0.0000, 0.0000, 0.0000, 0.0000, 0.0000, -0.0001, 0.0000, 0.0000, -0.0004, 0.0000, 0.0000, -0.0049, -0.0489, -0.0001, 0.0009, 0.0000, 0.0000, 0.0000, 0.0000, 0.0000, 0.0000, 0.0000, -0.0017, 0.0000, 0.0000, 0.0000, 0.0001, 0.0000, -0.0001, 0.0000, 0.0008, -0.0100, -0.0012, -0.0002, 0.0000, 0.0000, 0.0000, 0.0004, -0.0002, -0.0001, 0.0007, 0.0034, 0.0165, 0.0004, 0.0001, 0.0000, 0.0000, 0.0000, 0.0001, 0.0000, 0.0000, 0.0000, 0.0000, 0.0000, 0.0000, 0.0000, 0.0000],
  "gap_ha": [0.177, 0.179],
  "total_charge": -2,
  "molar_mass_g_mol": 740.392,
  "e_lumo_ev": [3.89, 3.89],
  "spin_multiplicity": 2,
  "s_squared": 0.799
}



[3]
{
  "formula": "C5H9NO",
  "method": "ωB97M-V/def2-TZVPD",
  "elements": ["C", "C", "O", "C", "N", "C", "C", "H", "H", "H", "H", "H", "H", "H", "H", "H"],
  "xyz": [[1.1387, 0.4355, 1.0739], [-0.5197, -0.3135, 1.0283], [-1.4449, 0.5620, 1.5069], [0.2048, 0.9248, -0.6108], [-0.5451, -0.0143, -1.3954], [0.0526, -1.3477, -1.2604], [-0.9583, -0.8918, -0.2949], [1.8002, -0.4227, 0.9595], [1.0151, 0.6360, 2.1401], [1.7056, 1.3263, 0.7293], [-2.0645, 0.8664, 0.8148], [1.1142, 1.2502, -1.1222], [-0.3926, 1.7702, -0.2664], [1.0920, -1.4185, -0.9502], [-0.2409, -2.0342, -2.0488], [-1.9572, -1.3288, -0.3037]],
  "forces_ev_per_a": [[0.33, -0.01, 0.07], [-0.12, -0.23, -0.14], [-0.15, 0.12, -0.10], [0.03, 0.21, -0.21], [0.07, 0.24, 0.01], [0.16, -0.17, -0.04], [-0.14, -0.16, 0.18], [-0.11, 0.11, 0.02], [-0.05, -0.04, -0.14], [-0.10, -0.06, -0.03], [0.07, -0.02, 0.14], [-0.10, -0.06, 0.11], [0.10, -0.14, 0.00], [-0.16, 0.04, -0.01], [0.02, 0.10, 0.14], [0.15, 0.05, 0.02]],
  "lowdin_charge": [-0.0953, -0.2310, -0.0378, -0.0950, -0.0578, -0.0884, -0.2680, 0.0693, 0.0733, 0.0620, 0.1026, 0.1020, 0.1050, 0.1103, 0.1080, 0.1409],
  "relative_energy_ev": 7.8640,
  "gap_ha": [0.274, 0.274],
  "molar_mass_g_mol": 99.133,
  "e_lumo_ev": [0.69, 0.69]
}



[4]
{
  "formula": "C4H13N4O",
  "method": "ωB97M-V/def2-TZVPD",
  "elements": ["C", "C", "N", "N", "N", "H", "H", "H", "H", "H", "H", "H", "H", "C", "C", "O", "N", "H", "H", "H", "H", "H"],
  "xyz": [[-1.8483, -1.4022, -1.8714], [-1.0802, 1.0380, -1.5644], [-1.3290, -0.1901, -1.1290], [-1.8041, 1.6960, -2.4740], [-0.1385, 1.7292, -0.9069], [-0.8159, -0.6217, -0.3354], [-1.5788, -1.4086, -2.9146], [-2.9219, -1.6276, -1.7502], [-2.6343, 1.3119, -2.9020], [-1.5019, 2.6217, -2.7850], [0.4175, 1.2819, -0.1483], [0.2424, 2.5770, -1.2879], [-1.2522, -2.1648, -1.3958], [2.0356, 0.3185, 2.9203], [1.6646, -0.5009, 1.7588], [1.4445, -0.0923, 0.6223], [1.5194, -1.8204, 2.0779], [2.9709, 0.9385, 2.8370], [2.4805, -0.1739, 3.7914], [1.4286, -2.5616, 1.4099], [1.4456, -2.0655, 3.0478], [1.2556, 1.1172, 2.9994]],
  "forces_ev_per_a": [[-0.08, 0.76, 0.49], [0.50, 0.80, 1.46], [-0.65, -2.41, -0.06], [0.10, -0.10, -0.74], [0.54, -0.40, 0.53], [0.05, 1.82, -0.74], [0.04, 0.32, -0.38], [0.50, 0.44, 0.11], [0.27, -0.09, 0.08], [-0.26, -0.69, 0.25], [-0.24, 0.05, -0.94], [-0.24, 0.17, 0.03], [-0.24, -0.67, -0.16], [1.52, 2.77, 0.56], [0.03, -1.85, -0.21], [-0.11, 0.33, 0.00], [0.09, 0.49, 0.22], [-0.76, -0.29, -1.36], [-1.60, -0.51, 0.30], [-0.20, 0.13, -0.36], [0.29, -0.16, 0.06], [0.48, -0.89, 0.84]],
  "lowdin_charge": [-0.0126, -0.4419, 0.0482, 0.2077, 0.1918, 0.1431, 0.0853, 0.0961, 0.1325, 0.1413, 0.0931, 0.1252, 0.0807, -0.0169, -0.5682, -0.0096, 0.1716, 0.1125, 0.0908, 0.1111, 0.1052, 0.1130],
  "relative_energy_ev": 1.2129,
  "gap_ha": 0.407,
  "total_charge": 1,
  "molar_mass_g_mol": 133.175,
  "e_lumo_ev": -2.63
}



[5]
{
  "formula": "C5H6Br2SSi",
  "method": "ωB97M-V/def2-TZVPD",
  "elements": ["C", "Si", "Br", "Br", "C", "C", "C", "C", "S", "H", "H", "H", "H", "H", "H"],
  "xyz": [[2.5696, -1.1903, -0.3405], [0.9627, -0.9940, 0.6151], [-0.2665, -2.8785, 0.6422], [1.8473, -0.4647, 2.9899], [-0.3378, 0.2692, 0.1366], [-1.5324, 0.0351, -0.4539], [-2.3818, 1.1816, -0.5803], [-1.7905, 2.2896, -0.0432], [-0.1824, 1.9426, 0.5595], [3.4147, -1.1013, 0.3370], [2.4177, -2.1317, -0.8393], [2.5542, -0.5090, -1.2014], [-1.8662, -0.8919, -0.7479], [-3.3270, 1.1283, -0.9313], [-2.0815, 3.3150, -0.1425]],
  "forces_ev_per_a": [[-1.48, 0.53, -0.25], [0.11, 0.46, 1.73], [0.62, 0.27, 0.13], [-1.01, -0.49, -2.29], [1.32, 0.27, 0.71], [-0.56, 1.81, 0.31], [3.53, 0.04, 1.75], [1.21, -0.44, -0.41], [-1.08, -0.04, -0.43], [0.10, -0.16, -0.38], [0.56, -0.87, 0.17], [0.33, 0.38, 0.53], [-0.50, -2.05, -0.60], [-2.80, 0.02, -1.28], [-0.34, 0.26, 0.32]],
  "lowdin_charge": [-0.2381, 0.0478, 0.3789, 0.0597, -0.7096, -0.2279, -0.1505, -0.3674, 0.9574, 0.0223, 0.0098, 0.0420, 0.0477, 0.0681, 0.0598],
  "relative_energy_ev": 0.0000,
  "smiles": "C[Si](Br)(Br)c1cccs1",
  "gap_ha": 0.347,
  "molar_mass_g_mol": 286.064,
  "e_lumo_ev": -0.10
}



[6]
{
  "formula": "C6H4O",
  "method": "ωB97M-V/def2-TZVPD",
  "elements": ["O", "C", "C", "C", "C", "C", "C", "H", "H", "H", "H"],
  "xyz": [[0.5555, 1.2153, 1.5002], [1.3908, 0.9015, 0.6792], [1.0668, 0.4447, -0.6882], [-0.1743, 0.0736, -1.0322], [-1.2167, -0.1838, -0.0740], [-2.2688, 0.0143, 0.8727], [-1.7085, -1.2375, 0.5703], [2.4694, 0.9492, 0.9256], [1.8699, 0.3760, -1.4140], [-0.3983, -0.2517, -2.0462], [-1.5858, -2.3015, 0.7065]],
  "forces_ev_per_a": [[0.38, -0.22, -0.32], [-0.12, 0.04, 0.23], [-0.18, 0.06, -0.13], [0.21, -0.04, 0.09], [0.02, -0.19, 0.09], [0.01, -0.13, -0.26], [-0.03, 0.07, 0.02], [-0.08, 0.06, -0.02], [-0.07, 0.18, 0.04], [0.06, 0.09, 0.09], [-0.21, 0.09, 0.16]],
  "lowdin_charge": [0.0514, -0.2580, -0.0573, -0.0266, -0.2502, 0.1121, -0.0163, 0.1152, 0.0998, 0.1241, 0.1059],
  "relative_energy_ev": 3.4573,
  "smiles": "O=C/C=C\\C1=C=C1",
  "gap_ha": 0.314,
  "molar_mass_g_mol": 92.097,
  "e_lumo_ev": -0.30
}